1.
One molecule with the formula C9H8N2O at a distorted geometry, computed with wB97M-V/def2-TZVPD.

The calculation puts the orbital gap at 8.767 eV. The energy above the lowest of the compared OMol25 structures with the same formula, charge and spin comes out at 83.19 kcal per mole. As for the SMILES: Nc1cccc2c(=O)[nH]ccc12. The calculation puts the largest force on an atom at 0.1387 Eh/bohr. As for the total energy: -14487.1842 eV.

Structure (XYZ):
```
20
Properties=species:S:1:pos:R:3:lowdin_charge:R:1
N 2.4674 -1.4995 -0.1851 0.0492
C 1.6037 -0.3031 -0.2110 -0.2748
C 2.0291 0.9741 0.1196 0.0043
C 1.2187 2.3369 -0.1061 -0.0182
C -0.0082 1.8991 -0.2038 -0.1556
C -0.5831 0.6582 -0.2350 -0.1283
C -2.0210 0.6497 -0.1620 -0.4333
O -2.7293 1.6584 -0.1158 0.0362
N -2.6417 -0.5563 0.0550 0.0969
C -1.9527 -1.7698 -0.0616 -0.1183
C -0.6078 -1.8387 -0.2379 -0.0134
C 0.1918 -0.4892 -0.3914 -0.0492
H 2.2497 -2.2766 0.6115 0.1486
H 3.4238 -1.2559 -0.1695 0.0366
H 3.0361 1.1617 0.4499 0.0781
H 1.6378 3.4990 0.3176 0.1928
H -0.6681 2.7907 -0.1614 0.1274
H -3.6068 -0.2414 0.1846 0.1643
H -2.7201 -2.5742 0.2608 0.1467
H -0.3193 -2.8229 0.2418 0.1101
```

***

2.
One molecule with the formula C9H8N2O2 at a distorted geometry, computed with wB97M-V/def2-TZVPD.

The calculation puts the orbital gap (alpha / beta) at 7.924 / 7.925 eV. The energy above the lowest of the compared OMol25 structures with the same formula, charge and spin comes out at 153.35 kcal per mole. As for the SMILES: CO/[N+]([O-])=C(/C#N)c1ccccc1. The calculation puts the largest force on an atom at 0.1024 Eh/bohr. As for the total energy: -16532.1555 eV.

Structure (XYZ):
```
21
Properties=species:S:1:pos:R:3:lowdin_charge:R:1
C 2.4960 2.8380 0.1700 0.0337
O 1.5305 1.6404 0.2645 -0.0926
N 1.9824 0.2744 -0.0333 -0.1407
O 3.2131 0.1300 -0.1540 0.0263
C 1.0638 -0.7178 -0.2186 -0.1476
C 1.5919 -1.9544 -0.4845 -0.2028
N 2.0105 -2.9991 -0.7160 0.2095
C -0.3397 -0.6786 -0.0437 -0.1625
C -1.0413 -1.8277 -0.4587 -0.0191
C -2.4399 -1.8561 -0.3307 -0.1310
C -3.1890 -0.8678 0.1125 -0.0970
C -2.5046 0.3175 0.5201 -0.0616
C -1.1399 0.3832 0.4207 -0.0348
H 2.6517 3.0652 -0.7901 0.0293
H 3.4924 2.5697 0.6685 0.1122
H 2.1014 3.7169 0.6728 0.0894
H -0.6220 -2.8325 -0.9529 0.1582
H -2.9107 -2.8163 -0.6723 0.1238
H -4.2816 -0.8396 0.2911 0.1185
H -2.9331 1.1381 1.1028 0.1107
H -0.7318 1.3166 0.6317 0.0780
```